(1)
Formula: C25H44IN4OSSb2SiTl
Source: OMol25
Level of theory: ωB97M-V with the def2-TZVPD basis set

XYZ file:
```
80
Properties=species:S:1:pos:R:3:mulliken_charge:R:1
Tl 7.355 12.971 12.015 0.756
C 4.823 15.120 14.582 -0.885
Sb 5.765 17.082 14.660 0.820
C 7.798 16.736 14.050 -0.860
C 6.271 16.719 16.862 -1.946
C 7.658 17.008 17.289 0.958
C 8.169 18.281 16.996 -0.407
C 9.434 18.684 17.332 -0.806
C 10.268 17.783 18.031 -0.522
C 9.814 16.486 18.258 -0.588
C 8.535 16.100 17.896 1.106
C 8.062 14.723 18.217 -1.915
Sb 7.846 13.574 16.370 0.495
C 9.904 13.877 15.764 -1.472
C 8.394 11.788 17.342 -1.413
H 4.846 14.535 15.533 0.260
H 5.259 14.514 13.742 -0.041
H 3.753 15.303 14.352 0.413
H 8.330 16.196 14.837 -0.024
H 8.306 17.712 13.950 0.383
H 7.809 16.225 13.102 0.303
H 5.937 15.714 17.098 0.455
H 5.533 17.374 17.307 0.540
H 7.552 18.976 16.444 0.411
H 9.839 19.646 17.029 0.389
H 11.302 18.057 18.344 0.295
H 10.493 15.761 18.750 0.243
H 7.112 14.759 18.781 0.502
H 8.836 14.220 18.803 0.592
H 10.531 13.551 16.608 0.423
H 10.148 14.916 15.517 0.491
H 10.108 13.295 14.886 0.317
H 9.438 11.831 17.597 0.442
H 8.271 10.896 16.759 0.191
H 7.903 11.655 18.304 0.569
I 4.052 15.050 6.289 0.102
C 5.719 14.382 7.293 -0.576
C 6.645 13.466 6.813 -0.284
N 7.558 13.359 7.778 0.124
N 7.255 14.055 8.898 -0.332
C 6.145 14.722 8.586 0.026
H 6.670 12.923 5.887 0.453
H 8.300 12.684 7.846 0.163
H 5.757 15.369 9.344 0.300
C 7.821 10.100 9.048 -1.263
Si 8.724 10.924 10.549 0.187
C 9.540 9.402 11.415 -1.021
C 10.206 11.800 9.730 -1.180
H 8.546 9.671 8.327 0.314
H 7.118 10.737 8.494 0.330
H 7.271 9.273 9.463 0.367
H 10.082 8.891 10.613 0.504
H 8.850 8.702 11.853 0.022
H 10.260 9.662 12.180 0.210
H 10.501 11.213 8.819 0.250
H 11.041 11.851 10.428 0.434
H 9.993 12.840 9.443 0.322
C 11.147 10.195 15.124 -0.928
N 9.942 9.444 14.912 0.398
C 9.782 8.148 15.533 -0.685
C 8.931 7.263 14.621 -0.589
C 7.583 7.937 14.428 -0.693
N 7.682 9.374 14.353 0.409
C 6.457 10.041 14.001 -0.855
C 8.836 10.125 14.443 0.006
O 8.871 11.333 14.188 -0.626
H 11.965 9.496 15.146 0.427
H 11.144 10.846 16.039 0.141
H 11.265 10.888 14.287 0.238
H 9.358 8.217 16.543 0.248
H 10.751 7.687 15.640 0.439
H 8.835 6.282 15.074 0.408
H 9.453 7.220 13.630 0.237
H 6.893 7.691 15.233 0.438
H 7.124 7.593 13.506 0.309
H 6.262 9.873 12.936 0.265
H 6.565 11.119 14.143 -0.077
H 5.673 9.701 14.639 0.371
S 3.932 16.601 11.210 -0.335
C 5.309 16.754 11.958 -0.471
```

Results
- Multiplicity: 2
- Total charge: -1
- Lowest unoccupied orbital energy (alpha / beta): 2.101 / 2.101 eV
- HOMO level (alpha / beta): -1.65 / -4.03 eV
- Energy above the lowest of the compared OMol25 structures with the same formula, charge and spin: 0.353 eV
- Frontier orbital gap (alpha / beta): 3.75 / 6.13 eV


(2)
Formula: C25H44N11O2Ru
Source: OMol25
Level of theory: ωB97M-V with the def2-TZVPD basis set

XYZ file:
```
83
Properties=species:S:1:pos:R:3:mulliken_charge:R:1
Ru -0.022 -0.452 0.094 -0.422
C 1.259 -1.414 -2.597 -1.103
N 2.139 -2.295 -3.308 0.137
C 1.727 -3.684 -3.072 -0.681
N 1.787 -4.004 -1.644 0.108
C 0.889 -3.143 -0.929 -0.766
N 1.256 -1.675 -1.099 1.775
C 2.704 -1.551 -0.659 -1.007
N 3.585 -2.422 -1.383 0.248
C 3.507 -2.120 -2.813 -0.729
C 3.158 -3.808 -1.169 -0.614
H 0.237 -1.528 -2.956 0.155
H 1.610 -0.390 -2.753 0.565
H 2.396 -4.349 -3.616 0.338
H 0.711 -3.831 -3.438 0.356
H 0.906 -3.364 0.139 0.198
H -0.120 -3.283 -1.309 0.335
H 2.741 -1.779 0.404 0.258
H 2.997 -0.509 -0.802 0.168
H 4.173 -2.785 -3.360 0.358
H 3.826 -1.090 -2.985 0.300
H 3.213 -4.045 -0.106 0.321
H 3.823 -4.478 -1.711 0.356
O -1.499 -2.144 0.398 -0.523
C -2.067 -1.829 -0.674 0.145
O -1.518 -0.945 -1.398 -0.486
H -3.003 -2.303 -0.981 0.481
N -5.455 -2.995 9.021 -0.406
C -4.979 -2.534 8.084 -0.050
C -4.378 -1.956 6.912 0.441
C -3.652 -2.759 6.038 -0.946
C -3.070 -2.206 4.912 -0.327
C -3.209 -0.847 4.675 1.222
C -3.933 -0.037 5.534 -0.496
C -4.523 -0.596 6.655 -0.948
N -2.591 -0.264 3.513 0.355
C -2.992 0.880 2.856 -0.385
C -2.107 1.077 1.848 -1.032
N -1.154 0.069 1.886 0.460
C -1.494 -0.719 2.894 -0.788
H -3.557 -3.818 6.234 0.452
H -2.547 -2.851 4.219 0.424
H -4.027 1.026 5.363 0.376
H -5.089 0.024 7.336 0.463
H -3.870 1.430 3.138 0.458
H -2.089 1.847 1.097 0.503
H -0.961 -1.601 3.206 0.496
C 3.920 2.030 1.258 -1.741
C 3.513 1.064 2.366 1.378
C 4.696 0.182 2.744 -1.744
C 2.991 1.830 3.581 -1.571
N 2.478 0.104 1.854 -0.293
N 1.383 0.746 1.149 0.442
H 4.817 2.565 1.567 0.487
H 3.167 2.800 1.056 0.406
H 4.173 1.501 0.334 0.341
H 5.463 0.775 3.242 0.463
H 5.133 -0.286 1.863 0.362
H 4.390 -0.606 3.435 0.420
H 3.745 2.520 3.958 0.425
H 2.739 1.144 4.392 0.403
H 2.105 2.424 3.337 0.353
H 2.041 -0.345 2.655 0.327
H 1.846 1.413 0.541 0.072
H 0.820 1.280 1.815 0.324
C -0.212 4.086 -1.213 -1.583
C -1.151 3.120 -1.929 1.138
C -2.582 3.641 -1.884 -1.737
C -0.708 2.895 -3.376 -1.621
N -1.194 1.841 -1.159 0.075
N 0.041 1.116 -1.210 0.033
H -0.275 5.071 -1.673 0.464
H 0.843 3.795 -1.290 0.432
H -0.481 4.186 -0.160 0.310
H -2.645 4.597 -2.402 0.430
H -2.913 3.787 -0.856 0.367
H -3.268 2.951 -2.380 0.438
H -0.804 3.819 -3.946 0.473
H -1.330 2.142 -3.865 0.384
H 0.341 2.594 -3.453 0.304
H -1.902 1.216 -1.532 0.371
H 0.749 1.822 -1.021 0.185
H 0.235 0.751 -2.144 0.141
```

Results
- Multiplicity: 2
- Total charge: +2
- Lowest unoccupied orbital energy (alpha / beta): -6.653 / -7.671 eV
- HOMO level (alpha / beta): -14.03 / -14.03 eV
- Energy above the lowest of the compared OMol25 structures with the same formula, charge and spin: 1.638 eV
- Frontier orbital gap (alpha / beta): 7.38 / 6.36 eV


(3)
Formula: C25H44N8O9STi
Source: OMol25
Level of theory: ωB97M-V with the def2-TZVPD basis set

XYZ file:
```
88
Properties=species:S:1:pos:R:3:mulliken_charge:R:1
Ti -0.194 0.239 -0.522 -0.777
N 1.258 -0.684 -1.692 0.485
C 1.082 -0.413 -3.136 -0.679
C 0.576 1.019 -3.296 -0.653
N -0.598 1.287 -2.418 0.156
C -1.872 0.869 -3.066 -0.572
C -2.147 -0.625 -2.880 -1.005
N -1.642 -1.035 -1.552 0.206
C -0.702 2.726 -2.072 -0.533
C -1.656 2.924 -0.873 -1.004
N -1.718 1.691 -0.037 -0.435
H 2.170 -0.316 -1.340 -0.041
H 1.297 -1.684 -1.512 0.449
H 0.382 -1.131 -3.554 0.265
H 2.016 -0.517 -3.690 0.539
H 0.343 1.224 -4.344 0.423
H 1.383 1.694 -3.003 0.366
H -1.853 1.125 -4.128 0.426
H -2.690 1.430 -2.615 0.404
H -1.666 -1.210 -3.660 0.388
H -3.217 -0.810 -2.979 0.441
H -1.375 -2.014 -1.574 0.358
H -2.391 -0.979 -0.847 0.404
H -1.057 3.313 -2.923 0.544
H 0.288 3.098 -1.815 0.403
H -2.651 3.204 -1.215 0.459
H -1.286 3.753 -0.273 0.435
H -2.618 1.226 -0.146 0.408
H -1.671 1.931 0.952 0.390
O 1.555 4.014 3.603 -0.507
C 2.725 3.467 3.796 -0.224
O 3.737 3.502 4.397 -0.472
C 1.915 2.838 2.706 1.241
C 2.227 3.173 1.309 -1.251
C 1.786 2.405 0.308 -0.709
N 0.968 1.293 0.490 1.545
C 0.786 0.890 1.829 0.009
C 1.182 1.588 2.899 -0.665
C 0.129 -0.459 1.933 0.760
O -0.219 -0.980 2.948 -0.545
O -0.009 -1.004 0.710 -0.653
H 2.854 4.033 1.118 0.553
H 2.092 2.619 -0.709 0.467
H 0.985 1.201 3.892 0.631
C -3.304 0.663 8.862 -1.115
C -2.341 -0.096 7.963 -0.596
S -2.862 0.016 6.231 1.178
O -4.191 0.573 6.143 -0.705
O -1.840 0.680 5.445 -0.626
C -2.959 -1.706 5.622 -0.668
C -4.030 -1.828 4.531 -1.600
N -3.468 -1.752 3.184 0.241
C -3.425 -0.679 2.371 0.792
N -2.859 -0.972 1.197 -0.031
C -2.540 -2.297 1.265 -0.232
C -2.895 -2.790 2.480 -0.736
N -2.643 -4.118 2.948 1.025
O -2.177 -4.884 2.128 -0.624
O -2.883 -4.382 4.112 -0.602
C -3.925 0.663 2.761 -1.714
H -3.043 0.501 9.907 0.396
H -4.326 0.326 8.701 0.323
H -3.266 1.731 8.655 0.334
H -2.315 -1.159 8.201 0.419
H -1.331 0.309 7.985 0.381
H -3.201 -2.354 6.463 0.672
H -1.964 -1.947 5.252 0.433
H -4.751 -1.022 4.658 0.686
H -4.546 -2.775 4.631 0.481
H -2.064 -2.860 0.484 0.583
H -4.940 0.609 3.155 0.531
H -3.922 1.335 1.907 0.370
H -3.304 1.068 3.562 0.241
C 4.574 -0.078 1.994 -1.220
C 3.787 -0.755 0.886 -0.193
O 3.593 0.070 -0.273 -0.472
C 4.820 0.459 -0.904 -0.496
C 4.542 0.856 -2.339 -1.173
H 4.598 -0.729 2.866 0.416
H 4.117 0.871 2.277 0.223
H 5.601 0.114 1.689 0.406
H 2.782 -1.001 1.229 0.029
H 4.296 -1.676 0.581 0.521
H 5.519 -0.382 -0.878 0.462
H 5.263 1.297 -0.362 0.328
H 4.192 0.001 -2.920 0.197
H 5.460 1.217 -2.800 0.472
H 3.806 1.663 -2.384 0.234
```

Results
- Total charge: +2
- Lowest unoccupied orbital energy: -6.869 eV
- HOMO level: -13.67 eV
- Frontier orbital gap: 6.80 eV